1.
Below is 8 unconnected molecules or ions with the total composition C60H101BrN12, with properties calculated with wB97M-V/def2-TZVPD.

The geometry in XYZ format:
```
174
Properties=species:S:1:pos:R:3:forces:R:3
C 4.3831 -4.4855 -3.3323 0.46 0.36 0.14
C 5.5170 -3.7866 -2.5861 0.38 0.55 1.31
C 5.3908 -2.2330 -2.2133 0.91 -0.28 -1.39
N 4.7671 -1.7664 -0.9304 -1.75 -2.62 1.85
C 3.3004 -2.3622 -0.8135 -0.81 1.59 -0.51
C 2.3512 -1.6541 -1.8549 0.48 0.53 1.57
C 2.3711 -0.0956 -1.7427 1.60 -1.24 -2.51
C 3.8453 0.3676 -1.8779 -0.31 1.44 0.51
C 4.7084 -0.2760 -0.8035 -0.72 0.33 -0.61
C 5.5132 -2.2879 0.3459 -0.50 0.38 -0.82
H 4.5668 -5.5593 -3.3676 0.32 0.06 -0.12
H 4.3885 -4.1146 -4.3572 -0.72 -0.06 0.02
H 3.4493 -4.4080 -2.7754 -0.40 0.32 -0.42
H 6.4381 -3.9051 -3.1567 0.00 0.38 -0.14
H 5.7349 -4.3859 -1.7021 0.06 0.21 0.38
H 4.9146 -1.7174 -3.0473 -0.63 -0.13 0.16
H 6.3210 -1.6649 -2.2070 0.68 -0.75 0.04
H 3.1600 -3.4398 -0.8983 1.22 -0.03 -0.47
H 2.9716 -2.1889 0.2112 0.14 0.55 0.09
H 2.6751 -1.9962 -2.8379 -0.10 0.38 -0.15
H 1.3024 -1.9321 -1.7511 0.00 -0.76 0.30
H 1.8593 0.2077 -2.6560 -0.17 0.42 -0.01
H 1.8734 0.4303 -0.9279 0.15 -0.62 0.46
H 4.3408 0.4457 -2.8456 -0.49 -0.95 -0.36
H 3.7677 1.4385 -1.6899 0.52 0.20 0.58
H 5.7346 0.0897 -0.7672 -0.09 0.05 -0.01
H 4.1644 -0.0549 0.1148 0.47 -0.22 0.48
H 6.4322 -1.7311 0.5288 0.17 -0.19 -0.63
H 5.6630 -3.3642 0.2605 0.12 0.23 -0.08
H 4.8788 -2.0543 1.2008 -0.23 -0.13 -0.14
C 2.3218 7.7574 -0.8458 1.40 -0.32 -0.79
C 2.1051 7.5700 -2.3602 -1.77 0.56 1.03
C 0.5800 7.9675 -2.6590 0.97 0.44 -0.24
N -0.3840 6.8382 -3.1406 0.29 -0.42 -0.70
C -0.5926 5.7559 -2.0821 0.31 2.39 2.10
C -1.7816 4.8957 -2.2223 -1.51 -0.86 -2.55
C -3.1122 5.5650 -2.7499 0.80 0.46 2.24
C -2.9077 6.5264 -3.8883 1.42 -0.43 -0.94
C -1.7266 7.5063 -3.5407 -0.11 -0.37 -0.11
C 0.2108 6.2363 -4.4079 -1.12 0.58 -0.62
H 3.3643 7.5355 -0.6176 0.11 -0.19 0.03
H 1.7264 7.0503 -0.2682 -0.32 0.45 0.23
H 2.2612 8.8153 -0.5903 -0.69 -0.18 0.31
H 2.3653 6.5650 -2.6923 -0.24 -0.08 0.02
H 2.7705 8.2438 -2.9000 -0.26 0.02 -0.13
H 0.6120 8.8560 -3.2896 -0.09 -0.88 -1.98
H 0.0588 8.6267 -1.9648 -0.09 -1.27 1.68
H -0.7101 6.3492 -1.1753 0.09 0.23 0.18
H 0.2524 5.1057 -1.8556 0.57 0.51 -0.76
H -1.9630 4.2392 -1.3713 0.07 0.48 0.56
H -1.4116 4.1804 -2.9569 -0.58 -0.50 -0.69
H -3.4644 6.2533 -1.9816 -0.06 -0.17 0.77
H -3.9121 4.8265 -2.8038 0.08 -0.04 -0.67
H -3.8129 7.0929 -4.1071 0.16 0.19 0.12
H -2.7134 5.9181 -4.7717 0.25 0.40 -0.42
H -2.0734 8.1628 -2.7426 0.33 -0.14 0.35
H -1.3650 8.1721 -4.3244 -0.71 -0.11 -0.36
H 0.3357 7.0629 -5.1073 1.18 0.21 0.36
H -0.5467 5.7438 -5.0175 -0.26 -0.78 0.74
H 1.0629 5.5875 -4.2050 -0.04 0.50 -0.09
C 2.8008 -0.6979 5.0642 0.86 -0.72 0.99
N 1.9421 -0.6795 3.8972 -0.48 1.29 0.65
C 1.6160 -1.8356 3.3055 0.41 0.21 -0.35
C 0.8794 -1.8606 2.1520 -0.52 0.30 -0.74
C 0.2878 -0.6700 1.6821 0.33 -0.81 0.86
C 0.5248 0.4232 2.4788 -0.24 2.65 -0.71
C 1.3862 0.5132 3.5461 0.29 -2.31 -1.08
C -0.5723 -0.5738 0.4736 -0.42 0.15 -1.48
C -0.6959 0.5781 -0.3691 -1.06 -1.31 -2.31
C -1.3770 0.4740 -1.6760 1.40 -1.70 3.47
N -1.9066 -0.7538 -2.0488 1.49 2.19 4.42
C -2.0012 -1.7492 -1.1530 1.33 -0.07 2.89
C -1.3033 -1.7156 0.1280 -0.96 1.22 -2.21
C -2.5644 -0.8756 -3.2647 -0.47 0.48 -2.38
H 3.8033 -1.0631 4.8413 -0.04 0.02 -0.39
H 2.3604 -1.4334 5.7374 0.07 0.31 0.41
H 2.9205 0.2882 5.5129 -0.31 -0.13 -0.03
H 2.0216 -2.7528 3.7063 0.22 0.03 0.19
H 0.8709 -2.8095 1.6364 -0.35 -0.07 -0.11
H 0.1154 1.3572 2.1232 -0.19 0.25 0.23
H 1.7367 1.4219 4.0128 -0.17 -0.03 0.18
H -0.2091 1.5057 -0.1065 -0.07 0.12 -0.16
H -1.4972 1.2945 -2.3679 0.22 -0.02 -0.04
H -2.6904 -2.5495 -1.3785 0.23 -0.26 -0.30
H -1.3757 -2.4452 0.9210 -0.36 -0.68 -0.61
H -2.2405 -1.8474 -3.6373 -0.94 0.10 -0.63
H -2.1926 -0.0734 -3.9023 0.10 -0.36 -0.36
H -3.6156 -0.6268 -3.1195 -0.29 -0.86 -0.29
C -5.7030 5.3113 0.4729 -0.66 -0.35 -0.71
N -4.8853 4.5766 1.4480 1.44 0.58 0.94
C -5.5397 3.8058 2.3253 1.83 -2.30 0.96
C -4.8058 3.0715 3.3226 0.89 1.31 -1.35
C -3.4106 3.3062 3.4266 -1.42 0.24 -0.43
C -2.7647 4.1309 2.5058 -0.89 1.37 -0.87
C -3.5066 4.7946 1.5128 -1.67 -1.18 1.12
C -2.6441 2.6667 4.5052 0.61 -1.35 1.41
C -1.8236 3.3302 5.4214 0.58 -0.10 -0.70
C -1.1043 2.6133 6.3969 -1.71 -0.55 -1.07
N -1.3783 1.2877 6.5390 1.07 -0.24 -0.21
C -2.1753 0.5697 5.6801 0.32 1.94 0.10
C -2.7489 1.2697 4.6478 -0.63 0.11 -0.43
C -0.5294 0.4934 7.4567 -0.81 -1.78 0.33
H -6.7405 5.0788 0.7130 0.02 0.52 0.00
H -5.5444 4.8850 -0.5177 0.27 0.17 -0.04
H -5.5095 6.3840 0.4792 -0.01 -0.13 0.20
H -6.5654 3.5467 2.1078 -0.29 0.51 0.29
H -5.2442 2.3211 3.9638 -0.56 0.33 0.07
H -1.7193 4.3614 2.6484 0.12 0.04 -0.28
H -3.1686 5.5032 0.7712 0.39 -0.01 0.15
H -1.6367 4.3717 5.2051 0.09 0.29 0.73
H -0.3460 3.0499 7.0298 -0.11 0.04 0.26
H -2.3244 -0.4886 5.8363 0.13 0.04 0.24
H -3.3344 0.7738 3.8877 -0.15 -0.45 0.23
H 0.3936 0.1717 6.9744 0.36 0.94 0.14
H -1.0139 -0.4788 7.5474 -0.39 0.06 0.23
H -0.4711 0.8379 8.4892 0.31 0.64 -0.34
C -0.7356 -6.8076 2.0470 0.03 0.50 0.08
C -1.3848 -5.4596 1.4863 0.39 -1.28 3.66
N -1.3721 -5.2782 0.1111 -3.23 -0.34 -4.93
C -0.2596 -5.1695 -0.6640 0.86 1.26 -0.72
C -0.5479 -5.1995 -2.0231 -2.30 -0.50 2.29
N -1.9293 -5.4078 -2.0377 -0.81 0.05 2.67
C -2.4946 -5.3742 -0.7453 4.59 -0.72 -1.91
C -2.6704 -5.5025 -3.3020 0.70 0.74 0.16
H -0.4448 -6.6345 3.0831 0.08 0.31 -0.01
H 0.1588 -7.1326 1.5155 0.10 0.43 -0.25
H -1.3199 -7.7234 2.1360 -0.78 0.40 -0.55
H -0.8462 -4.6199 1.9254 0.44 0.06 0.14
H -2.3875 -5.3217 1.8910 -0.18 -0.33 -0.28
H 0.5959 -4.7656 -0.1431 0.51 -0.70 -0.26
H -0.0491 -5.1087 -2.9767 0.47 -0.12 0.35
H -3.5329 -5.5549 -0.5093 0.06 -0.16 0.17
H -3.6660 -5.9164 -3.1421 0.16 0.12 -0.27
H -2.0524 -6.0523 -4.0118 -0.38 -0.43 0.12
H -2.6129 -4.4625 -3.6233 -0.94 -0.06 -0.60
C -4.0934 -3.3478 -6.0533 1.00 0.16 0.98
C -4.5274 -2.2075 -6.9039 -1.34 -0.38 -1.50
N -4.7693 -0.9759 -6.2234 2.50 4.87 2.04
C -5.6768 -0.6295 -5.2607 -1.64 -2.78 -0.23
C -5.4595 0.6010 -4.7853 -0.58 -0.28 2.18
N -4.3390 1.0458 -5.3331 2.69 0.77 -3.09
C -3.9184 0.1068 -6.2735 -1.25 0.12 0.90
C -3.7392 2.4112 -5.1089 0.19 -0.39 -0.41
H -3.1765 -3.1016 -5.5177 0.44 0.34 0.01
H -3.7857 -4.1818 -6.6842 -0.72 -0.26 0.13
H -4.8064 -3.5416 -5.2520 -0.30 -0.63 -0.43
H -5.5258 -2.4036 -7.2949 0.24 -0.55 -0.73
H -3.8302 -1.9741 -7.7086 -0.19 -0.24 -0.12
H -6.3953 -1.3786 -4.9623 -0.32 0.30 0.00
H -5.8301 1.0572 -3.8793 -0.62 0.15 -0.43
H -3.1219 0.2363 -6.9913 0.00 0.07 0.04
H -4.4590 3.2238 -5.0099 -0.52 -0.54 -0.14
H -3.0932 2.7019 -5.9373 -0.09 -0.37 -0.13
H -3.1304 2.4283 -4.2050 0.00 -0.32 0.14
C 1.8213 -5.5196 5.4849 0.48 0.39 0.40
C 3.2159 -6.0268 5.8862 -1.55 -1.85 -0.81
N 4.2404 -5.0632 5.6204 0.77 1.95 1.72
C 5.2154 -5.0706 4.6244 -0.93 1.19 1.26
C 5.9153 -3.8859 4.7744 -0.68 -0.74 0.75
N 5.4623 -3.2438 5.9290 -3.83 -2.56 -0.06
C 4.3478 -3.9647 6.4477 3.45 -0.78 -3.89
C 5.9448 -2.0133 6.4889 1.09 0.42 -0.83
H 1.6105 -4.6302 6.0788 -0.46 -0.10 0.33
H 1.0911 -6.3108 5.6553 -0.07 0.23 0.13
H 1.7523 -5.1828 4.4505 0.24 -0.32 -0.30
H 3.3952 -6.9389 5.3169 0.41 0.10 -0.13
H 3.2022 -6.3856 6.9154 0.26 0.44 0.15
H 5.3316 -5.9317 3.9830 0.11 0.16 -0.09
H 6.6776 -3.5304 4.0970 0.31 0.21 0.57
H 3.6931 -3.7630 7.2827 0.41 0.12 0.18
H 6.9051 -2.2813 6.9293 -0.11 0.68 0.62
H 5.2139 -1.5177 7.1278 0.31 -0.38 0.26
H 6.1456 -1.3859 5.6205 0.22 0.40 0.23
Br 2.9332 -4.8423 1.7823 0.16 -0.20 0.15
```
Positions in Å, forces in eV/Å.

Values from the calculation:
Total charge: +9
Kohn-Sham gap (alpha / beta): 5.224 / 4.638 eV
Lowest unoccupied orbital energy (alpha / beta): -20.893 / -21.478 eV
Spin multiplicity: 2
E_tot: -5573.4014 Eh
Max |F|: 0.1147 Eh/bohr

Results of the Mulliken charge analysis, in e, for atoms 1 through 8: -0.804 -0.726 -0.480 0.078 0.103 -0.413 -0.240 -1.255

***

2.
Below is a single C4H6O molecule, with properties calculated with wB97M-V/def2-TZVPD.

The geometry in XYZ format:
```
11
Properties=species:S:1:pos:R:3:forces:R:3
C -0.5136 -1.1547 1.5694 -0.20 0.55 -3.47
C -0.3856 -0.6131 0.2766 -0.35 -1.10 3.76
C 0.5199 0.5181 -0.1912 1.81 -1.02 0.99
C 0.2141 1.1151 -1.5347 -0.02 0.74 -2.12
H -1.2185 -1.9415 1.9235 0.26 0.70 -1.17
H 0.1316 -0.9210 2.3625 1.09 0.80 0.81
H -1.1124 -0.9492 -0.4076 -0.72 -0.47 -1.00
H 0.4918 1.2335 0.6649 0.68 -0.05 -1.01
H 1.6227 0.1220 -0.4106 -2.03 0.82 0.95
H -0.5770 0.5752 -2.1537 0.41 0.36 0.71
O 0.8271 2.0158 -2.0990 -0.92 -1.35 1.55
```
Positions in Å, forces in eV/Å.

Values from the calculation:
Total charge: 0
Structure (SMILES): C=CCC=O
Kohn-Sham gap: 10.546 eV
Lowest unoccupied orbital energy: 0.755 eV
E_tot: -231.1821 Eh
Max |F|: 0.0764 Eh/bohr

Results of the natural (NBO) charge analysis, in e, for atoms 1 through 8: -0.382 -0.178 -0.578 0.440 0.208 0.183 0.192 0.262

***

3.
Below is 2 unconnected molecules or ions with the total composition C3H13N2O, with properties calculated with wB97M-V/def2-TZVPD.

The geometry in XYZ format:
```
19
Properties=species:S:1:pos:R:3:forces:R:3
N 0.3247 -0.0072 1.3134 -0.54 -0.16 0.14
C -1.0644 -0.5341 1.1467 0.16 -0.80 -0.41
C -1.3622 -0.7994 -0.3468 0.06 0.65 0.12
N -0.4296 -0.0562 -1.1932 0.19 -0.48 -0.49
C 0.3964 -0.9438 -2.0219 1.00 0.09 -0.43
H 0.9513 -0.5829 0.7583 0.31 0.04 0.05
H 0.4182 0.9466 0.9647 0.29 0.31 -0.14
H 0.5840 -0.0226 2.2975 0.23 0.03 -0.01
H -1.0943 -1.4684 1.6993 -0.19 0.03 0.20
H -1.7555 0.1666 1.5707 -0.18 0.40 0.32
H -1.3286 -1.8665 -0.5495 0.02 -0.11 -0.04
H -2.3694 -0.4446 -0.5460 -0.19 -0.20 0.05
H -0.9516 0.5378 -1.8137 -0.09 0.27 -0.07
H -0.1639 -1.6764 -2.6208 0.01 -0.02 0.43
H 1.1723 -1.4326 -1.4142 -0.48 -0.31 0.05
H 1.0238 -0.4025 -2.7458 -0.50 0.33 0.24
H 1.3244 3.4373 1.1091 0.29 -0.09 0.02
H 2.6435 2.5969 1.1319 -0.53 0.19 0.03
O 1.6807 2.5519 1.2602 0.11 -0.19 -0.07
```
Positions in Å, forces in eV/Å.

Values from the calculation:
Total charge: +1
Kohn-Sham gap: 10.357 eV
Lowest unoccupied orbital energy: -3.106 eV
E_tot: -306.6055 Eh
Max |F|: 0.0212 Eh/bohr

Results of the natural (NBO) charge analysis, in e, for atoms 1 through 8: -0.669 -0.230 -0.252 -0.663 -0.431 0.437 0.482 0.438